# C2H3NP2

A 2-piece molecular cluster, C2H3NP2 overall at a distorted geometry (ωB97M-V/def2-TZVPD, the Open Molecules 2025 dataset).

Last column: natural (NBO) charge in e.
Element x y z (Å)
C -0.198 0.199 -2.193  0.162
C 0.079 -0.289 -0.971  -0.728
N -0.307 0.755 -3.172  -0.263
P 0.814 0.768 0.125  0.566
P 0.339 -0.363 2.113  0.016
H -0.183 -1.713 -0.551  0.257
H 0.456 0.715 2.891  -0.018
H -0.999 -0.072 1.759  0.007

The value obtained for the gap between HOMO and LUMO is 8.19 eV. For the lowest unoccupied orbital energy, the calculation gives -1.239 eV.



# C2H3NS3

One molecule with the formula C2H3NS3 at a distorted geometry (ωB97M-V/def2-TZVPD, the Open Molecules 2025 dataset).

Last column: natural (NBO) charge in e.
Element x y z (Å)
S 1.816 -0.059 -1.573  -0.069
C 0.548 -0.905 -0.609  -0.280
C -0.786 -0.255 -0.417  -0.071
S -1.946 -0.968 -1.264  0.087
N -0.809 0.960 0.311  -0.619
S 0.549 0.476 1.701  0.153
H 0.950 -1.939 -0.373  0.262
H -1.655 1.243 0.799  0.411
H 1.332 1.447 1.425  0.125

The value obtained for the gap between HOMO and LUMO is 7.57 eV. For the lowest unoccupied orbital energy, the calculation gives -1.157 eV. As for the SMILES: S=CC(=S)NS.



# C2H3NS3

One molecule with the formula C2H3NS3 at a distorted geometry (ωB97M-V/def2-TZVPD, the Open Molecules 2025 dataset).

Last column: natural (NBO) charge in e.
Element x y z (Å)
S 0.359 2.523 0.026  -0.064
C -0.397 1.494 1.148  -0.086
N -0.213 0.022 1.154  -0.804
S 1.156 -0.340 0.193  0.557
C 0.254 -1.540 -0.873  -0.490
S -1.315 -2.109 -0.963  0.008
H -1.181 1.737 1.950  0.212
H -0.788 -0.717 1.703  0.454
H 1.123 -2.079 -1.489  0.214

The value obtained for the gap between HOMO and LUMO is 7.97 eV. For the lowest unoccupied orbital energy, the calculation gives -0.602 eV. As for the SMILES: S=CNSC=S.



# C2H3NS3

One molecule with the formula C2H3NS3 at a distorted geometry (ωB97M-V/def2-TZVPD, the Open Molecules 2025 dataset).

Last column: natural (NBO) charge in e.
Element x y z (Å)
S 1.911 1.268 -0.970  -0.130
C 1.583 -0.231 -0.298  -0.062
N 0.409 -0.804 -0.133  -0.756
S -1.133 -0.504 -0.855  0.597
C -1.802 0.592 0.246  -0.552
S -1.146 1.258 1.582  0.056
H 2.464 -0.890 0.043  0.207
H 0.489 -1.593 0.562  0.417
H -2.775 0.904 -0.178  0.224

The value obtained for the gap between HOMO and LUMO is 8.10 eV. For the lowest unoccupied orbital energy, the calculation gives -0.501 eV. As for the SMILES: S=CNSC=S.



# C2H3O2

An isolated ion of composition C2H3O2 and charge -1 at a distorted geometry (ωB97M-V/def2-TZVPD, the Open Molecules 2025 dataset).

Last column: natural (NBO) charge in e.
Element x y z (Å)
C 0.179 0.057 0.049  -0.717
C 1.576 0.688 0.249  0.749
O 1.809 1.895 0.429  -0.717
O 2.574 -0.387 0.310  -0.909
H 0.207 -0.322 -1.052  0.212
H -0.677 0.852 0.290  0.174
H -0.087 -0.817 0.548  0.208

As for the net charge: -1. The value obtained for the gap between HOMO and LUMO is 7.90 eV. For the lowest unoccupied orbital energy, the calculation gives 4.644 eV. As for the SMILES: CC(=O)[O-].



# C2H3O2P

A 2-piece molecular cluster, C2H3O2P overall at a distorted geometry (ωB97M-V/def2-TZVPD, the Open Molecules 2025 dataset).

Last column: natural (NBO) charge in e.
Element x y z (Å)
C -1.954 -0.173 -0.395  -0.774
C -0.862 0.469 -0.180  0.747
O 0.126 1.048 0.044  -0.505
H -2.904 0.320 -0.351  0.269
H -1.939 -1.212 -0.657  0.274
O 2.360 -1.183 -0.056  -0.990
P 2.683 0.233 0.084  1.163
H 2.491 0.498 1.512  -0.184

The value obtained for the gap between HOMO and LUMO is 8.87 eV. For the lowest unoccupied orbital energy, the calculation gives -0.474 eV. As for the SMILES: C=C=O.O=P.



no.,HOMO (eV)
1,-9.428
2,-8.724
3,-8.576
4,-8.599
5,-3.251
6,-9.348